Computed, not measured: C5H12O3 as an isolated structure, with ωB97M-V/def2-TZVPD.

The calculation puts the strongest force on any atom at 0.675 eV/A. The value obtained for the LUMO energy is 0.71 eV. Its net charge is 0. For the total energy, the calculation gives -423.2810 a.u. Its HOMO energy is -0.309 hartree. The value obtained for the energy relative to the best compared isomer or geometry (same formula, charge and spin) is 108.4 kcal/mol. The orbital gap is 9.124 eV.

Positions of all 20 atoms, in Å:
O1 2.2421 1.4783 -1.0943
O2 1.3368 -0.8278 -0.5592
O3 -0.6897 -0.6370 -2.0351
C1 1.4114 1.7222 -0.0575
C2 -2.0036 -1.1748 -0.0614
C3 -1.1898 -0.1908 -0.8592
C4 0.5859 -0.0917 0.1556
C5 0.3927 -0.2991 1.6312
H1 1.3629 -0.2502 2.1296
H2 2.3293 0.4849 -1.1312
H3 0.0389 0.8208 -0.2923
H4 0.2079 -1.0231 -1.8093
H5 1.8577 1.7499 0.9403
H6 -0.2647 0.4583 2.0626
H7 -1.4441 -2.0967 0.1027
H8 -1.6684 0.7881 -0.9660
H9 -2.8989 -1.4268 -0.6380
H10 -0.0270 -1.2862 1.8244
H11 -2.3192 -0.7626 0.8979
H12 0.7396 2.5642 -0.2409